(1)
ORCA calculation (wB97M-V/def2-TZVPD) on a cluster of 2 separate species, C5H10N in total at a distorted geometry.

Results
- LUMO: -3.288 eV
- Highest occupied orbital energy: -14.8 eV
- Frontier orbital gap: 0.4231 Ha
- Net charge: +1
- Relative energy (zero: lowest compared OMol25 entry of this formula, charge and spin): 95.2 kcal per mole

The geometry in XYZ format:
```
16
C5H10N wB97M-V/def2-TZVPD
C -1.73658 0.57288 -0.40069
C -1.98333 -0.36789 0.48902
C -0.76698 0.43076 0.71729
C 0.42573 -1.29971 -0.53328
C 1.39735 0.90055 -0.13706
N 0.61697 -0.15562 0.38150
H -1.89184 1.17726 -1.22554
H -2.65408 -1.17702 0.78955
H -0.65274 1.49761 1.68793
H -0.25436 -1.02008 -1.35710
H 1.40543 -1.49915 -0.96711
H 0.00236 -2.11850 -0.06252
H 1.67662 0.95710 -1.21614
H 0.97953 1.86502 0.17438
H 2.44447 0.89166 0.35907
H 0.99146 -0.65486 1.30069
```

***

(2)
ORCA calculation (wB97M-V/def2-TZVPD) on a cluster of 19 separate species, C38H114O19 in total at a distorted geometry.

Results
- LUMO: 0.654 eV
- Highest occupied orbital energy: -9.5 eV
- Frontier orbital gap: 0.3733 Ha
- Relative energy (zero: lowest compared OMol25 entry of this formula, charge and spin): 32.7 kcal per mole

The geometry in XYZ format:
```
171
C38H114O19 wB97M-V/def2-TZVPD
C -19.30051 -6.78450 16.89437
C -18.27090 -7.09091 15.79885
O -18.47527 -6.22978 14.69489
H -20.30312 -6.70851 16.51610
H -19.04961 -5.88241 17.39725
H -19.22418 -7.52064 17.73431
H -18.36083 -8.06565 15.43329
H -17.24740 -6.81128 16.14608
H -18.49436 -5.31586 14.98691
C -20.94021 0.73460 12.88414
C -20.12231 0.79321 11.53831
O -19.33696 -0.39781 11.31013
H -21.72970 -0.03861 12.74988
H -21.39892 1.70144 13.15971
H -20.29750 0.29983 13.68832
H -19.36919 1.61053 11.59292
H -20.73679 1.04045 10.70684
H -19.78476 -1.26428 11.35934
C -14.59377 -5.26295 13.49449
C -14.45869 -4.22792 14.58463
O -15.64696 -3.45046 14.79189
H -14.67742 -4.67785 12.61064
H -15.45187 -5.94334 13.62817
H -13.69558 -5.92043 13.42068
H -13.59976 -3.55841 14.31132
H -14.27835 -4.68443 15.53987
H -15.76523 -2.80038 14.06231
C -26.03413 -1.29177 10.37132
C -26.24415 -2.79630 10.03442
O -25.51231 -3.13049 8.89407
H -26.65799 -1.07548 11.26028
H -26.38108 -0.73293 9.52764
H -25.01422 -0.97259 10.45728
H -27.29929 -3.18194 9.94026
H -25.79540 -3.36431 10.88211
H -25.48864 -2.33102 8.36137
C -24.46737 -7.88996 18.28883
C -24.90306 -6.81828 17.30876
O -23.94510 -6.45750 16.39007
H -23.64046 -7.43504 18.83637
H -24.06093 -8.76757 17.74739
H -25.24884 -8.11780 19.01435
H -25.08907 -5.85771 17.82600
H -25.81026 -7.06097 16.74359
H -23.45405 -7.21810 16.00168
C -19.42635 -9.39657 12.17266
C -18.75811 -8.03419 11.99304
O -19.52778 -6.90113 12.40779
H -20.34947 -9.64460 11.56159
H -19.56414 -9.46833 13.24847
H -18.73031 -10.12585 11.87221
H -18.45359 -7.88910 10.95032
H -17.77906 -8.00400 12.51756
H -19.21872 -6.65276 13.28461
C -20.29307 -4.19832 19.07899
C -21.68772 -4.74181 18.91926
O -22.38504 -4.57310 20.15197
H -20.41980 -3.23379 19.57921
H -19.69856 -3.93142 18.15282
H -19.50668 -4.85892 19.56757
H -21.72072 -5.80285 18.58814
H -22.25051 -4.14860 18.18648
H -23.27123 -4.88315 20.08709
C -20.88368 -3.72379 14.12443
C -21.28405 -3.81155 15.70189
O -22.05021 -2.67230 16.15725
H -19.95932 -3.11899 13.98956
H -21.77223 -3.19958 13.60382
H -20.69304 -4.69621 13.69860
H -20.36095 -3.79890 16.29204
H -21.76683 -4.75378 15.93194
H -22.85998 -2.73302 15.59383
C -26.57370 -2.97426 14.11956
C -25.82414 -4.10045 14.92804
O -24.45907 -3.77663 15.07591
H -25.95877 -2.89869 13.17572
H -26.60779 -1.98616 14.64444
H -27.57151 -3.37218 14.03077
H -25.89104 -4.97715 14.35620
H -26.32692 -4.26273 15.88994
H -24.05516 -4.63017 15.40430
C -20.37249 1.38470 16.48578
C -20.93005 1.89205 17.84643
O -22.36829 1.57902 17.80210
H -20.94290 1.73772 15.61697
H -20.28953 0.31929 16.36829
H -19.34907 1.79552 16.34482
H -20.81584 2.96038 17.98421
H -20.46489 1.39778 18.72868
H -22.47977 0.79428 18.41380
C -23.41732 -10.39153 13.95622
C -22.56537 -9.93470 15.07122
O -22.60719 -8.48563 15.20013
H -23.12443 -10.03244 12.93581
H -24.38941 -10.08108 14.06815
H -23.41164 -11.50230 13.96452
H -21.57268 -10.30571 14.94584
H -22.94874 -10.30196 16.06130
H -22.45635 -8.13161 14.28739
C -16.81229 -2.06285 17.80825
C -18.05479 -2.19590 16.93803
O -18.06512 -3.49366 16.30923
H -16.94628 -2.64743 18.67882
H -16.61512 -0.97152 17.94533
H -16.01006 -2.42183 17.24246
H -18.32915 -1.44709 16.14442
H -18.97196 -2.09117 17.57328
H -17.29750 -3.44851 15.70285
C -16.83582 -3.98383 10.55079
C -17.81816 -3.84438 11.64962
O -19.13612 -3.71382 11.19486
H -16.50413 -5.03475 10.36657
H -15.96969 -3.31603 10.70397
H -17.30073 -3.59156 9.68806
H -17.54936 -3.01064 12.24088
H -17.68644 -4.70447 12.31497
H -19.67684 -4.08938 11.90472
C -22.22928 -2.22892 9.89850
C -21.81382 -3.00769 8.63955
O -22.52879 -4.22864 8.49328
H -22.28025 -2.84420 10.76361
H -23.24937 -1.77301 9.78590
H -21.61595 -1.33981 10.02388
H -20.78022 -3.34157 8.82151
H -21.89703 -2.31849 7.78904
H -23.45146 -3.95982 8.64710
C -24.35021 -0.99841 20.13103
C -23.77550 -1.90068 19.01456
O -22.61070 -1.20083 18.49307
H -25.08070 -1.56143 20.72903
H -24.79604 -0.02850 19.85704
H -23.51943 -0.85803 20.78887
H -24.43569 -2.08921 18.20592
H -23.55675 -2.83815 19.47405
H -22.33337 -1.58415 17.62835
C -15.94384 0.53810 14.43179
C -15.17574 0.08101 13.21702
O -15.71335 -0.97186 12.50511
H -17.03827 0.62662 14.28375
H -15.56546 1.49263 14.69417
H -15.82976 -0.02787 15.36506
H -14.22960 -0.33941 13.54706
H -14.98163 0.88758 12.54633
H -16.56283 -0.69344 12.06848
C -28.73709 0.28107 18.42758
C -28.07391 -1.01636 18.77213
O -26.95693 -1.26463 17.88270
H -29.72974 0.33541 18.84877
H -28.78448 0.47077 17.38045
H -28.33309 1.14654 18.90173
H -28.79538 -1.82277 18.59148
H -27.71471 -0.93497 19.77113
H -26.27761 -0.64017 18.05837
C -23.32858 -5.87967 11.53332
C -23.04799 -6.37551 12.93768
O -22.24354 -7.55245 12.81063
H -22.40900 -5.42214 11.09961
H -24.24074 -5.22275 11.32544
H -23.48183 -6.71152 10.89375
H -23.94781 -6.67696 13.50074
H -22.51382 -5.66790 13.60227
H -21.30165 -7.31059 12.62909
C -24.70597 1.88102 13.44068
C -24.27654 0.83357 14.47280
O -23.22723 1.51421 15.16789
H -25.08416 2.82946 13.86773
H -25.48670 1.48036 12.72563
H -23.81862 2.05153 12.81000
H -23.81221 -0.01520 13.98489
H -25.13234 0.51468 15.16012
H -23.20620 1.41626 16.11726
```

***

(3)
ORCA calculation (wB97M-V/def2-TZVPD) on the molecule C8H14 at a distorted geometry.

Results
- LUMO: 0.933 eV
- Highest occupied orbital energy: -8.8 eV
- Frontier orbital gap: 0.3584 Ha
- Relative energy (zero: lowest compared OMol25 entry of this formula, charge and spin): 76.6 kcal per mole

The geometry in XYZ format:
```
22
C8H14 wB97M-V/def2-TZVPD
C 1.16566 -0.63778 -2.73163
C 0.98884 0.05767 -1.62024
C 2.02233 0.91947 -0.91117
C -0.19832 -0.28634 -0.74917
C -1.44943 -0.46692 -1.22977
C 0.05346 -0.54491 0.68551
C -0.44858 0.51448 1.65904
C -1.61832 -0.00709 2.55773
H 0.38642 -1.34887 -2.99968
H 1.85800 -0.57726 -3.59851
H 2.60041 1.61566 -1.41164
H 2.79539 0.41816 -0.32635
H 1.31914 1.43041 -0.14229
H -1.70271 0.10557 -2.17375
H -2.13850 -1.07293 -0.73341
H 1.11593 -0.67274 1.11746
H -0.49212 -1.50456 0.99252
H -1.00586 1.29689 0.90516
H 0.45013 0.94916 2.30557
H -1.71759 -1.03912 2.48021
H -2.60889 0.50451 2.35550
H -1.37537 0.34655 3.56892
```

***

(4)
ORCA calculation (wB97M-V/def2-TZVPD) on the molecule C7H13NOS at a distorted geometry.

Results
- LUMO (alpha / beta): 0.759 / 0.759 eV
- Highest occupied orbital energy (alpha / beta): -7.4 / -7.4 eV
- Frontier orbital gap (alpha / beta): 0.2991 / 0.2991 Ha
- Relative energy (zero: lowest compared OMol25 entry of this formula, charge and spin): 63.2 kcal per mole

The geometry in XYZ format:
```
23
C7H13NOS wB97M-V/def2-TZVPD
C 1.46848 1.14265 0.17157
C 0.95224 -1.50321 -0.38003
C -0.68034 0.15812 0.27322
C 2.30432 2.40630 0.16125
C 0.99600 -2.71589 0.51957
C -2.87493 0.74378 -0.52608
C -1.58335 0.15316 -0.91368
N 0.20077 1.16387 0.48786
O -1.31156 -0.34976 1.44604
S 2.21987 -0.35112 -0.30469
H 0.53461 -1.58066 -1.39082
H 3.27376 2.08571 0.72626
H 1.81937 3.19243 0.68584
H 2.55329 2.74171 -0.87410
H 0.03753 -3.21065 0.26753
H 1.33384 -2.46215 1.53213
H 1.61980 -3.49308 0.07097
H -3.25566 0.21096 0.40191
H -3.45280 0.70497 -1.46632
H -2.58717 1.77117 -0.20883
H -1.19237 0.82658 -1.70745
H -1.67889 -1.00884 -1.11927
H -0.69681 -0.62604 2.14708
```

***

E? In order: -250.85353, -2945.51852, -313.09535, -802.59306 Ha.